(1)
ORCA calculation (ωB97M-V/def2-TZVPD) on C4H10F4Li3N3O13S4 as an isolated structure.

2S+1: 2
Kohn-Sham gap (spin up / spin down) in Ha: 0.1549 / 0.2779
Total charge: -1
LUMO level (spin up / spin down) in eV: 0.971 / 0.970
E_HOMO (spin up / spin down) in eV: -3.25 / -6.59

Structure (XYZ):
```
41
Properties=species:S:1:pos:R:3:nbo_charge:R:1
Li 0.3988 3.6595 -0.1096 0.946
Li 0.1041 -1.8893 -1.3704 0.930
Li 0.4239 0.8264 -0.1603 0.855
N 0.4301 2.1979 1.1819 -1.377
S -0.7036 2.5101 2.4584 2.165
O -1.1685 3.8757 2.6368 -0.951
O -0.9082 1.5175 3.4556 -0.942
F -1.9018 1.9547 1.4434 -0.611
S 1.4926 2.4425 2.3182 2.268
O 1.8878 1.3389 3.1798 -0.928
O 1.7389 3.8070 2.7719 -0.945
F 2.6994 2.2817 1.2037 -0.568
N 1.4401 -0.8136 -0.3813 -1.231
S 2.7958 -0.5843 -1.5137 2.289
O 3.3189 -1.8037 -2.1520 -0.855
O 3.6708 0.5928 -1.3397 -0.786
F 1.8158 -0.0680 -2.6296 -0.499
S 2.4920 -1.4519 0.6441 2.355
O 3.4738 -0.5698 1.2217 -0.803
O 2.7984 -2.8881 0.4519 -0.897
F 1.5048 -1.6635 1.9225 -0.507
N 0.6674 2.9587 -3.1117 0.719
O 1.8279 3.1813 -3.3981 -0.465
O 0.4023 2.5503 -1.9576 -0.707
O -0.1936 3.3352 -3.9069 -0.505
C -1.2498 -4.2656 0.0818 -0.253
O -1.0869 -2.8621 0.0785 -0.602
C -2.2739 -2.2002 0.6362 -0.084
C -1.9718 -0.7203 0.4877 -0.093
O -1.3065 -0.3412 -0.7455 -0.645
C -2.0919 0.5270 -1.6191 -0.256
H -2.0811 -4.4877 -0.5873 0.163
H -1.3971 -4.6965 1.0721 0.189
H -0.3900 -4.7668 -0.3629 0.199
H -2.4866 -2.4866 1.6662 0.213
H -3.1220 -2.4282 -0.0094 0.165
H -1.2777 -0.4040 1.2663 0.233
H -2.9756 -0.3276 0.6502 0.209
H -1.4722 0.7636 -2.4840 0.223
H -2.3475 1.4178 -1.0453 0.219
H -2.9772 -0.0195 -1.9444 0.168
```

---

(2)
ORCA calculation (ωB97M-V/def2-TZVPD) on one molecule with the formula C4H10FNS.

2S+1: 1
Kohn-Sham gap in Ha: 0.3461
Relative energy (zero: lowest compared OMol25 entry of this formula, charge and spin) in eV: 1.218
LUMO level in eV: 0.775
Structure (SMILES): CC[C@@H](N)CSF
E_HOMO in eV: -8.64

Structure (XYZ):
```
17
Properties=species:S:1:pos:R:3:nbo_charge:R:1
C 1.7574 0.7059 1.1635 -0.606
C 0.6759 0.8385 0.1259 -0.420
C 0.1412 -0.3736 -0.6004 -0.073
C -1.2873 -0.1185 -1.0418 -0.554
N -0.0091 -1.5608 0.2018 -0.842
F -3.4337 0.8872 0.1213 -0.511
S -2.2895 -0.2670 0.4970 0.564
H 1.4585 0.1415 1.9926 0.222
H 2.4626 -0.0433 0.6481 0.177
H 2.3088 1.7001 1.1641 0.229
H -0.1722 1.1614 0.7867 0.212
H 0.9326 1.6378 -0.5048 0.209
H 0.6837 -0.6142 -1.4807 0.178
H 0.8173 -2.1560 0.3798 0.381
H -1.6418 0.9192 -1.3396 0.252
H -1.7456 -0.7023 -1.7855 0.217
H -0.6588 -2.1560 -0.3281 0.365
```

---

(3)
ORCA calculation (ωB97M-V/def2-TZVPD) on C4H10FeO2 as an isolated structure.

2S+1: 6
Kohn-Sham gap (spin up / spin down) in Ha: 0.2136 / 0.2899
Relative energy (zero: lowest compared OMol25 entry of this formula, charge and spin) in eV: 4.125
Total charge: +1
LUMO level (spin up / spin down) in eV: -5.486 / -5.526
E_HOMO (spin up / spin down) in eV: -11.30 / -13.41

Structure (XYZ):
```
17
Properties=species:S:1:pos:R:3:nbo_charge:R:1
H 0.8232 -2.4400 -2.3090 0.230
C 1.7697 -2.3121 0.2984 -0.265
O 1.6443 -0.9350 -0.0315 -0.670
C 1.2499 -0.5557 -1.3548 -0.137
C 1.6513 -1.7206 -2.2593 -0.680
H 1.7304 -2.4397 1.3850 0.224
H 0.9526 -2.8620 -0.1881 0.216
H 2.7321 -2.7380 -0.0153 0.209
H 1.1602 0.1438 -2.2071 0.286
H 2.6138 -2.1914 -2.0200 0.247
H 1.7914 -1.3419 -3.2800 0.233
H 0.0639 0.0335 -1.1875 0.141
C -0.0432 1.7912 -0.6402 0.304
O 1.1661 1.5320 -0.3192 -0.655
Fe 1.8080 0.5302 1.3298 0.938
H -0.3223 2.8542 -0.5698 0.167
H -0.9996 1.3377 -0.9371 0.213
```

---

| no. | total energy (Eh) | maximum force (hartree/bohr) |
| --- | --- | --- |
| 1 | -3315.54605 | 0.1758 |
| 2 | -711.14667 | 0.0974 |
| 3 | -1572.02835 | 0.1043 |